# 1
Molecular formula: C2H5ClOS
Method: DFT, ωB97M-V/def2-TZVPD

The geometry in XYZ format:
```
10
Properties=species:S:1:pos:R:3:mulliken_charge:R:1
C 1.9305 -0.9008 -0.1661 -0.48
C -2.2183 0.1139 0.1522 -0.10
O -2.2983 0.0451 1.4275 -0.20
S -1.4937 1.5932 -0.4494 -0.18
Cl 2.0817 0.7812 -0.9413 -0.19
H 2.1989 -0.8681 0.7924 0.26
H 0.8741 -1.1382 -0.2509 0.18
H 2.5312 -1.6056 -0.8789 0.24
H -2.0250 0.8179 2.0308 0.27
H -1.5810 1.1614 -1.7163 0.20
```

## Properties
Energy relative to the best compared isomer or geometry (same formula, charge and spin): 247.1 kJ/mol
E_HOMO: -8.7 eV
E_tot: -1012.71440 a.u.
Charge: 0
LUMO: 0.412 eV


# 2
Molecular formula: C4H9N2
Method: DFT, ωB97M-V/def2-TZVPD

The geometry in XYZ format:
```
15
Properties=species:S:1:pos:R:3:mulliken_charge:R:1
H 2.9436 -1.7500 0.3456 0.26
N 2.2746 -1.9210 1.1258 -0.46
C 1.1123 -1.4199 0.9269 -0.02
C 0.4884 -0.4376 -0.3524 -0.77
N -0.7102 0.4173 -0.3269 0.15
C -1.9045 -0.0364 -0.4207 -0.03
C -0.4386 1.8001 -0.1028 -0.91
H 0.4353 -1.9093 1.5875 0.37
H 0.3257 -1.1526 -1.2775 0.42
H 1.2051 0.3373 -0.4982 0.37
H -2.6551 0.6313 -0.5966 0.32
H -1.9719 -1.1938 -0.5821 0.26
H -1.3874 2.3155 0.2052 0.33
H 0.1132 2.0066 0.8901 0.39
H 0.1695 2.3125 -0.9239 0.33
```

## Properties
Energy relative to the best compared isomer or geometry (same formula, charge and spin): 392.5 kJ/mol
E_HOMO: -14.2 eV
E_tot: -266.94980 a.u.
SMILES: [H]/N=C\C[N+](=C)C
Charge: +1
LUMO: -5.447 eV


# 3
Molecular formula: C31H99F13O36
Method: DFT, ωB97M-V/def2-TZVPD

The geometry in XYZ format:
```
179
Properties=species:S:1:pos:R:3:mulliken_charge:R:1
C -2.7374 3.3602 5.0377 -1.40
C -2.1125 2.9796 3.6583 0.89
C -1.6714 3.9564 2.6808 -0.82
C -1.0807 3.4576 1.4691 -0.64
C -0.9307 2.0377 1.1909 1.71
C -1.3862 1.0530 2.1374 0.63
C -1.3208 -0.4910 2.0201 -0.86
C -0.4318 -1.0931 0.8802 0.72
C -1.3441 -1.3467 -0.3954 -1.74
C -1.4971 -0.0917 -1.3036 0.89
C -1.9428 -0.4466 -2.7674 1.36
F -3.1154 -1.1927 -2.6842 -0.37
F -0.9754 -1.2543 -3.3340 -0.37
C -2.2390 0.8573 -3.6325 0.56
F -3.3178 1.4812 -3.0308 -0.28
F -2.5852 0.4335 -4.8914 -0.25
C -1.0642 1.9020 -3.6200 0.80
F -1.1385 2.6502 -2.4696 -0.17
F 0.1659 1.2946 -3.6086 -0.33
C -1.0936 2.9653 -4.8118 0.16
F -0.6282 4.1447 -4.2477 -0.22
F -2.3660 3.2371 -5.2240 -0.28
C -0.1089 2.6438 -6.0031 0.50
F 1.1957 2.8893 -5.6862 -0.25
F -0.2560 1.3454 -6.4045 -0.18
C -0.3979 3.5602 -7.2776 0.41
F 0.7141 3.4587 -8.0556 -0.18
F -1.5165 3.1636 -7.9239 -0.17
F -0.4982 4.8712 -6.9542 -0.23
O 0.7288 -0.3639 0.5160 -0.45
C 1.5869 -0.0896 1.6141 1.23
C 2.9019 0.5548 0.9952 -1.86
C 2.6190 1.7990 0.0823 0.44
C 2.8978 3.1488 0.8371 0.46
C 3.9049 3.3006 1.8474 -0.20
C 4.1540 4.5715 2.5789 -0.60
C 3.2895 5.7095 2.2199 -1.05
C 2.3097 5.5439 1.1739 -0.95
C 2.0860 4.2977 0.4573 0.69
C 2.0689 -1.3401 2.4286 -0.92
C 2.4845 -2.5745 1.5280 -1.16
O 1.1822 -1.7692 3.4736 0.28
C 1.6883 -1.5291 4.7806 0.71
C 1.7973 0.0063 5.1514 -1.47
C 0.6217 -2.1783 5.7769 -0.68
O -0.6137 -2.4799 5.0904 -0.05
O -1.5445 -2.7110 6.0938 -0.56
C -1.9835 1.5795 3.3663 -0.70
H -1.9485 3.3484 5.8284 0.28
H -3.1992 4.3740 5.0355 0.39
H -3.4823 2.5811 5.3458 0.28
H -1.7951 5.0315 2.8939 0.46
H -0.7357 4.2264 0.7415 -0.18
H -0.4378 1.7086 0.2604 -0.71
H -2.3735 -0.8496 1.8416 0.80
H -1.0643 -0.8879 3.0384 -0.47
H -0.1451 -2.1350 1.2021 0.38
H -0.7727 -2.1068 -0.9973 0.47
H -2.2981 -1.8454 -0.1237 0.30
H -2.2864 0.5588 -0.8569 -0.52
H -0.5538 0.4926 -1.4098 -0.31
H 1.2099 0.6661 2.3475 -0.02
H 3.3315 -0.2573 0.3428 0.43
H 3.6357 0.7307 1.8106 0.35
H 3.3857 1.7671 -0.7435 0.53
H 1.6299 1.7858 -0.4281 -1.04
H 4.5548 2.4242 2.1335 0.36
H 4.9267 4.6071 3.3688 0.43
H 3.4167 6.6609 2.7698 0.36
H 1.6640 6.4009 0.8796 0.22
H 1.3262 4.2056 -0.3397 0.54
H 3.0259 -1.0250 2.9333 0.77
H 3.5889 -2.6924 1.4528 0.27
H 2.1051 -2.4783 0.4757 0.15
H 1.9674 -3.4713 1.9657 0.26
H 2.6779 -2.0497 4.8884 0.36
H 0.9162 0.5494 4.7285 0.18
H 1.8468 0.1270 6.2631 0.57
H 2.7440 0.3776 4.6773 0.32
H 0.3648 -1.4048 6.5507 0.47
H 1.0490 -3.0513 6.3158 0.00
H -1.9267 -1.8667 6.4068 0.33
H -2.3255 0.8512 4.1416 0.23
O -1.7028 -2.2636 -6.1895 -0.64
H -2.4967 -1.7432 -6.3644 0.31
H -1.3548 -1.8837 -5.3750 0.28
O 6.7572 6.1570 3.8232 -0.55
H 7.3828 6.0149 4.5428 0.27
H 6.6560 7.1144 3.7857 0.27
O 2.3164 -5.3062 2.4303 -0.54
H 2.6795 -6.0930 2.0076 0.20
H 2.2142 -5.5653 3.3538 0.22
O 6.1665 1.9592 3.4795 -0.63
H 6.5811 2.7713 3.1563 0.25
H 6.7987 1.2693 3.2501 0.30
O -2.2654 -4.6497 -7.9109 -0.63
H -1.8963 -3.9317 -7.3811 0.34
H -1.9832 -5.4472 -7.4450 0.33
O -2.2498 -4.2923 -0.7492 -0.57
H -1.8673 -4.5080 -1.6072 0.31
H -3.0649 -3.8271 -0.9679 0.27
O 1.8630 -8.2186 3.0082 -0.60
H 1.8111 -8.8359 3.7467 0.29
H 0.9417 -7.9826 2.8347 0.31
O 2.5640 3.6914 -10.5424 -0.62
H 2.5745 3.0361 -9.8355 0.32
H 1.6297 3.8944 -10.6588 0.31
O -2.1178 0.0778 -8.7344 -0.72
H -1.9449 0.9670 -8.4054 0.33
H -1.6125 -0.4935 -8.1382 0.31
O 3.3957 4.9373 -5.7143 -0.66
H 3.2186 5.8532 -5.9598 0.32
H 2.6655 4.4436 -6.1053 0.31
O 2.5507 -5.2021 5.8507 -0.71
H 1.7840 -4.6590 5.6261 0.30
H 2.8902 -4.7997 6.6588 0.34
O -2.7109 -7.5580 -6.2496 -0.63
H -3.5790 -7.1453 -6.3567 0.33
H -2.9126 -8.4783 -6.0527 0.30
O -4.0722 2.3257 -0.1674 -0.65
H -3.7060 2.0923 -1.0263 0.25
H -4.8810 2.8136 -0.3829 0.32
O -5.5630 -6.8610 -5.1698 -0.64
H -6.3518 -6.3407 -5.3532 0.31
H -5.2113 -6.4739 -4.3585 0.35
O 2.4866 5.1782 -2.4631 -0.49
H 2.8948 5.0234 -3.3287 0.27
H 1.6774 5.6560 -2.6707 0.20
O 7.0550 3.8000 0.8949 -0.56
H 6.9339 3.5283 -0.0207 0.28
H 7.2360 4.7470 0.8370 0.29
O -1.0271 6.4332 -2.0136 -0.62
H -1.8923 6.0664 -1.7945 0.31
H -0.6922 5.8471 -2.7024 0.31
O -2.9251 -0.6227 7.8512 -0.63
H -2.9802 -1.2935 8.5436 0.29
H -3.8468 -0.4193 7.6460 0.32
O 4.2382 -10.0581 2.0149 -0.68
H 4.6348 -10.3106 1.1734 0.33
H 3.4522 -9.5508 1.7641 0.34
O -0.7096 -6.0933 4.2571 -0.65
H -0.0924 -6.2206 4.9871 0.31
H -0.7532 -5.1336 4.1520 0.33
O 0.2672 -3.8486 8.1388 -0.57
H 0.2382 -4.5283 8.8242 0.28
H -0.6617 -3.6555 7.9572 0.27
O 0.7262 0.4492 -9.6906 -0.56
H -0.1404 0.0787 -9.4702 0.37
H 1.0634 -0.1331 -10.3800 0.28
O 0.9914 -6.7802 8.2646 -0.61
H 0.9022 -7.6453 7.8508 0.29
H 1.7117 -6.3619 7.7776 0.34
O -3.6370 3.3985 -10.1455 -0.64
H -2.9898 3.2592 -9.4461 0.35
H -3.7215 4.3568 -10.2008 0.32
O -1.0946 6.6317 1.7059 -0.57
H -0.7273 6.3939 0.8454 0.25
H -1.8976 7.1196 1.4902 0.30
O -2.4481 2.7515 8.1354 -0.57
H -2.5653 3.2772 8.9346 0.29
H -2.3841 1.8416 8.4558 0.29
O 5.5616 6.2978 0.2784 -0.54
H 5.3550 7.2080 0.0406 0.25
H 4.8551 5.7826 -0.1335 0.32
O -7.9676 -6.7139 -3.8975 -0.57
H -8.8298 -6.2971 -4.0126 0.29
H -8.1763 -7.6334 -3.6965 0.30
O -5.4326 -4.9792 -2.2902 -0.62
H -5.6116 -4.0736 -2.5672 0.31
H -6.1681 -5.4850 -2.6554 0.29
O 5.1940 -7.4743 3.1695 -0.61
H 5.0404 -8.3664 2.8242 0.35
H 5.9244 -7.1383 2.6396 0.29
O -5.0732 4.6180 -1.2887 -0.58
H -4.7066 4.3848 -2.1498 0.30
H -5.8809 5.1010 -1.5018 0.28
O -5.3225 -0.2991 0.7514 -0.63
H -5.4880 -0.6187 -0.1416 0.27
H -5.1216 0.6411 0.6312 0.37
```

## Properties
E_HOMO: -7.8 eV
E_tot: -5247.28518 a.u.
Charge: 0
LUMO: -0.394 eV